Record 1
12
Properties=species:S:1:pos:R:3 method="wB97M-V/def2-TZVPD" energy_ev=-7664.7146 e_lumo_ev=0.734 smiles=C#[N+][O-].N.N gap_ev=10.350 max_force_ha_per_bohr=0.054 relative_energy_ev=4.8100
C 0.5478 1.0090 0.3653
N 2.6926 -0.1938 -0.0588
N -0.1767 0.5685 -0.3917
N -2.7324 -0.4551 2.0458
O -0.9742 0.3528 -1.2547
H 3.5676 -0.7084 0.0716
H 1.0799 1.0583 1.2331
H 2.2071 -0.6940 -0.7606
H 3.0585 0.5384 -0.6962
H -1.6637 -0.5578 2.1430
H -2.9287 -0.6312 1.0469
H -2.9124 0.6082 2.2377

Record 2
12
Properties=species:S:1:pos:R:3 method="wB97M-V/def2-TZVPD" energy_ev=-7665.4463 e_lumo_ev=1.168 gap_ev=10.703 max_force_ha_per_bohr=0.042 relative_energy_ev=4.0783
C -2.2743 0.0504 0.3522
N -0.0878 0.8753 0.2475
N 1.0301 0.8593 0.7588
N 2.1553 -0.5398 -0.8580
O -0.9170 -0.2149 0.6236
H 1.2755 -0.2954 -1.3934
H 1.2513 0.0629 1.3736
H 2.7878 0.2564 -0.8050
H 2.6587 -1.3636 -1.1593
H -2.4217 0.3176 -0.6985
H -2.6473 0.8621 0.9828
H -2.8107 -0.8704 0.5757

Record 3
12
Properties=species:S:1:pos:R:3 method="wB97M-V/def2-TZVPD" energy_ev=-7660.2236 e_lumo_ev=-5.258 gap_ev=3.674 max_force_ha_per_bohr=0.080 relative_energy_ev=9.3010
N 0.8260 1.9241 -1.0496
C 1.4141 1.1237 -0.1207
N 0.8140 -0.1226 0.2439
N 2.4446 1.4295 0.6763
H -0.0128 1.5348 -1.4152
H -3.0292 -1.9918 1.0133
H -1.6037 -1.7660 -1.4555
H -0.0140 -0.6077 -0.0830
H 2.7349 2.4933 0.5162
H 1.3999 -0.6228 0.9190
H -3.6634 -1.9596 1.3936
O -1.3103 -1.4347 -0.6383

Record 4
12
Properties=species:S:1:pos:R:3 method="wB97M-V/def2-TZVPD" energy_ev=-7662.2905 e_lumo_ev="0.219 / 0.086" gap_ev="9.180 / 8.288" max_force_ha_per_bohr=0.039 relative_energy_ev=7.2341
C 0.2183 0.8789 1.4061
N -0.5468 -1.8004 -1.6743
N 2.3897 1.4866 2.1799
N -1.6603 -1.1086 -1.0968
O 1.2127 1.6730 1.4964
H -0.6551 1.0302 0.7572
H 0.2995 0.0345 2.0275
H 0.3674 -1.4574 -1.3714
H -0.4183 -1.6667 -2.6885
H -2.4325 -1.3700 -1.7105
H 2.7322 2.3932 1.9368
H -1.5068 -0.0934 -1.2625

Record 5
12
Properties=species:S:1:pos:R:3 method="wB97M-V/def2-TZVPD" energy_ev=-7658.0920 e_lumo_ev="0.710 / -2.991" gap_ev="5.384 / 7.184" max_force_ha_per_bohr=0.120 spin_multiplicity=3 relative_energy_ev=6.1803
C 3.1683 0.6584 0.0692
N 2.6479 -0.9591 0.0018
N 1.7486 0.2462 -0.2033
N -5.1331 -0.1236 0.0713
O 0.6896 0.4552 0.4673
H 3.3618 1.1516 0.9644
H 3.9222 0.6250 -0.7883
H 2.5274 -1.3021 0.9408
H 1.4584 -0.0058 -1.2899
H -4.3369 0.3799 0.4121
H -5.0967 -0.0036 -0.9598
H -4.9575 -1.1220 0.3143

Record 6
14
Properties=species:S:1:pos:R:3 method="wB97M-V/def2-TZVPD" energy_ev=-11754.8374 e_lumo_ev="0.367 / 0.368" gap_ev="8.242 / 8.243" max_force_ha_per_bohr=0.060 relative_energy_ev=7.6706
C -0.8009 0.5932 0.3800
N -0.0950 1.6158 2.5294
N -0.1401 -2.5010 -0.9732
N 0.1573 1.1313 -1.6565
O -0.9037 0.6109 1.7120
O 1.0293 -1.5558 -0.6820
O 0.0293 1.2903 -0.2576
H -1.6485 0.0921 -0.1000
H 0.2925 2.3260 1.8648
H 0.7619 1.0661 2.9169
H -0.1132 -2.4369 -2.0669
H 0.1266 -3.4421 -0.5742
H 0.6253 1.9024 -2.1236
H 0.6791 -0.6923 -0.9692